No. 1
The following is a quantum chemistry calculation of a molecular structure, C29H31IN6Nd, from OMol25.

The molar mass comes out at 734.75 g/mol. The value obtained for the HOMO-LUMO gap (alpha / beta) is 0.2685 / 0.2795 Eh. As for the expectation value of S²: 3.753. As for the total charge: +3. As for the multiplicity: 4. The calculation puts the energy above the lowest of the compared OMol25 structures with the same formula, charge and spin at 0.1381 eV.

Atoms and positions in Å:
Nd1 0.11506 0.33748 0.24630
C1 -2.43326 -1.49319 -1.21769
C2 -3.11176 -0.14528 -0.95763
C3 -2.53052 0.96611 -1.79605
C4 -3.26566 1.55394 -2.81487
C5 -2.68432 2.53773 -3.60031
C6 -1.36945 2.91104 -3.35340
C7 -0.70208 2.28531 -2.32302
N1 -1.26133 1.33949 -1.55135
N2 -1.29006 -1.74929 -0.29472
C8 -0.38250 -2.74938 -0.90798
C9 0.38400 -2.16455 -2.06409
C10 0.60130 -2.87640 -3.23096
C11 1.37373 -2.30557 -4.23306
C12 1.90138 -1.03628 -4.03962
C13 1.62778 -0.38551 -2.85239
N3 0.88276 -0.92958 -1.87634
C14 -1.81017 -2.29465 0.98328
C15 -0.74746 -2.38581 2.04619
C16 -0.70441 -3.46877 2.90504
C17 0.25400 -3.49552 3.90837
C18 1.15202 -2.44322 4.00666
C19 1.05984 -1.41028 3.09619
N4 0.12777 -1.36580 2.12696
H1 -2.05621 -1.51421 -2.24081
H2 -3.15909 -2.30515 -1.11960
H3 -3.04265 0.10049 0.10828
H4 -4.17616 -0.22848 -1.17196
H5 -4.28578 1.24014 -2.98954
H6 -3.24792 3.00676 -4.39625
H7 -0.87407 3.66912 -3.94302
H8 0.32641 2.55998 -2.09894
H9 -0.94802 -3.63088 -1.22596
H10 0.32858 -3.08397 -0.14663
H11 0.17549 -3.86346 -3.35217
H12 1.56028 -2.84434 -5.15281
H13 2.51000 -0.55681 -4.79299
H14 2.02469 0.60694 -2.66666
H15 -2.24277 -3.28751 0.82369
H16 -2.61830 -1.64878 1.33763
H17 -1.41889 -4.27382 2.79864
H18 0.30116 -4.32772 4.59830
H19 1.91709 -2.42195 4.76952
H20 1.75774 -0.58375 3.13892
C20 1.62948 3.70913 2.36970
C21 0.34197 3.13878 1.84660
C22 -0.26097 2.02446 2.45668
C23 -1.58916 1.66996 2.14561
C24 -2.30535 2.42829 1.23352
C25 -1.68494 3.48417 0.56315
C26 -0.36795 3.80906 0.84266
H21 2.35848 3.89212 1.57825
H22 2.07691 3.08811 3.14420
H23 1.41745 4.67706 2.82782
H24 0.21948 1.56063 3.31258
H25 -2.08678 0.90835 2.73747
H26 -3.36124 2.24238 1.08399
H27 -2.24742 4.07259 -0.15043
H28 0.08463 4.66742 0.35905
I1 5.85047 0.69224 3.15045
C27 4.49746 0.17067 1.68702
C28 4.61571 -0.81222 0.72281
N5 3.47981 -0.80873 0.00819
N6 2.61514 0.13358 0.43984
C29 3.24366 0.72816 1.46387
H29 5.42108 -1.49346 0.49996
H30 3.25737 -1.36921 -0.79932
H31 2.77647 1.54183 1.99318

Cartesian forces (eV/Å) of the 3 atoms listed first:
0.4 -0.2 -0.3
0.0 0.0 0.0
0.0 0.0 0.0

Atom charges from the natural (NBO) analysis, given in e for atoms 1 to 2: Nd 2.052; C -0.226

=====

No. 2
The following is a quantum chemistry calculation of a molecular structure, C29H31IrN5O5PS, from OMol25.

The molar mass comes out at 784.85 g/mol. The value obtained for the HOMO-LUMO gap is 0.2659 Eh. As for the total charge: +2. The calculation puts the energy above the lowest of the compared OMol25 structures with the same formula, charge and spin at 1.1340 eV.

Atoms and positions in Å:
Ir1 -0.17527 0.49820 0.23798
O1 1.41937 0.73454 -5.30658
C1 0.91922 1.06332 -4.29839
O2 0.96702 0.32174 -3.09833
C2 0.09063 2.26676 -3.84123
P1 0.00619 1.38256 -2.25991
C3 -1.53961 0.42273 -2.17641
C4 -2.81389 0.97821 -2.35405
C5 -3.93432 0.17595 -2.25705
C6 -3.80989 -1.18241 -1.96788
C7 -2.55624 -1.74365 -1.82208
C8 -1.41303 -0.95211 -1.93195
C9 1.16533 2.00205 -1.01910
C10 2.09085 1.05607 -0.53815
C11 3.07552 1.42961 0.39961
C12 3.15116 2.72262 0.83782
C13 2.24703 3.68324 0.34767
C14 1.26197 3.33904 -0.53570
H1 -0.84160 2.38562 -4.38935
H2 0.65825 3.19593 -3.84231
H3 -2.93324 2.02288 -2.60711
H4 -4.91219 0.60360 -2.43413
H5 -4.69567 -1.80016 -1.90218
H6 -2.44820 -2.80816 -1.65902
H7 -0.44195 -1.42824 -1.94447
H8 2.16385 0.10315 -1.04260
H9 3.79360 0.69274 0.73548
H10 3.92408 3.01922 1.53403
H11 2.34526 4.71620 0.65374
H12 0.61567 4.11087 -0.92514
N1 -0.82506 -0.01159 2.18601
N2 -1.78613 0.92909 2.59618
C15 -2.07293 2.00622 1.84923
N3 -2.93798 2.87034 2.34232
N4 -1.43628 2.07262 0.63941
N5 -1.82858 3.06847 -0.21120
O3 -2.66102 3.88926 0.10528
O4 -1.32310 3.08318 -1.33600
H13 -1.24473 -0.94432 2.24873
H14 -0.04432 0.02395 2.83771
H15 -2.16138 0.83913 3.52944
H16 -3.35303 2.72130 3.24812
H17 -3.21002 3.66950 1.78939
O5 0.75972 -1.40463 0.08589
S1 1.91942 -1.89810 0.97262
C16 1.29833 -3.44527 1.67084
C17 0.06294 -3.19894 2.48700
C18 -1.19283 -3.29752 1.88804
C19 -2.34476 -3.08031 2.63308
C20 -2.24898 -2.76303 3.98603
C21 -1.00041 -2.66457 4.58801
C22 0.15149 -2.88020 3.83976
C23 3.13872 -2.56328 -0.21131
C24 2.54065 -3.43284 -1.27094
C25 2.55191 -4.81968 -1.14030
C26 1.97784 -5.61748 -2.11878
C27 1.39138 -5.03341 -3.23293
C28 1.39076 -3.65194 -3.37552
C29 1.96509 -2.85346 -2.39928
H18 2.11625 -3.83276 2.28213
H19 1.11032 -4.12195 0.83697
H20 -1.26097 -3.55792 0.83900
H21 -3.31663 -3.18190 2.16789
H22 -3.14820 -2.63201 4.57436
H23 -0.92022 -2.45204 5.64624
H24 1.12143 -2.82825 4.32148
H25 3.87519 -3.07796 0.41046
H26 3.61170 -1.66931 -0.62180
H27 3.03687 -5.28130 -0.28701
H28 2.00445 -6.69417 -2.01998
H29 0.95474 -5.65673 -4.00164
H30 0.96064 -3.19763 -4.25863
H31 1.98625 -1.77788 -2.52567

Cartesian forces (eV/Å) of the 3 atoms listed first:
0.7 0.5 0.2
0.0 0.0 0.1
0.1 0.1 -0.1

Atom charges from the Mulliken analysis, given in e for atoms 1 to 2: Ir 1.601; O -0.464

=====

No. 3
The following is a quantum chemistry calculation of a molecular structure, C29H32Cl2FeN6O4P2S, from OMol25.

The molar mass comes out at 749.38 g/mol. The value obtained for the HOMO-LUMO gap (alpha / beta) is 0.2471 / 0.2451 Eh. As for the expectation value of S²: 0.776. As for the total charge: +1. As for the multiplicity: 2. The calculation puts the energy above the lowest of the compared OMol25 structures with the same formula, charge and spin at 0.1978 eV.

Atoms and positions in Å:
Fe1 0.02466 -0.11466 -0.07568
Cl1 -4.39833 0.33736 5.64535
C1 -3.19563 0.03958 4.44195
C2 -1.93675 -0.45505 4.85523
C3 -0.95303 -0.70942 3.94594
Cl2 0.58553 -1.30242 4.45177
C4 -1.14733 -0.47961 2.54796
O1 -0.19976 -0.73573 1.73438
C5 -2.42462 0.02284 2.16390
C6 -2.72702 0.25021 0.80312
O2 -1.95542 0.12732 -0.17594
C7 -3.44270 0.27015 3.12602
H1 -1.75293 -0.63256 5.90638
H2 -3.75294 0.55864 0.57079
H3 -4.40621 0.64318 2.80307
C8 1.54960 3.17960 -0.33832
P1 0.00946 2.21145 -0.39322
C9 -1.20451 3.07605 0.64985
C10 -0.59404 2.60686 -2.10146
C11 -1.18299 1.36452 -2.76522
P2 0.02894 0.04015 -2.42024
C12 -0.58690 -1.41458 -3.30968
C13 1.46894 0.58231 -3.38368
H4 1.40963 4.07167 -0.95083
H5 2.38528 2.59776 -0.73123
H6 1.78609 3.47680 0.67838
H7 -0.98436 4.14468 0.63343
H8 -1.15660 2.70949 1.67289
H9 -2.20840 2.92551 0.25536
H10 0.27011 2.95392 -2.67079
H11 -1.30015 3.43740 -2.06305
H12 -1.31004 1.49329 -3.84143
H13 -2.14370 1.08997 -2.33254
H14 -0.75011 -1.13590 -4.35180
H15 -1.52553 -1.75714 -2.87509
H16 0.13915 -2.22512 -3.27119
H17 1.10076 1.01835 -4.31515
H18 2.11459 -0.26350 -3.59387
H19 2.07103 1.30631 -2.83739
N1 5.84322 -4.73238 2.79809
C14 5.23537 -3.73326 2.05689
C15 3.87177 -3.46410 2.21575
C16 3.27807 -2.42652 1.52467
C17 4.03559 -1.64900 0.66250
C18 5.39482 -1.89048 0.50468
C19 5.98916 -2.92906 1.19468
S1 3.29782 -0.37906 -0.29541
O3 2.85228 -0.98739 -1.53850
O4 4.20767 0.72690 -0.42446
N2 1.93504 0.05777 0.46417
C20 2.08909 0.75611 1.66526
N3 1.06249 1.52460 2.03226
C21 1.17478 2.18645 3.17981
C22 2.30339 2.10850 3.97140
C23 3.32841 1.30677 3.47874
N4 3.22736 0.63629 2.34296
H20 5.24260 -5.46335 3.14300
H21 6.71831 -5.08230 2.44282
H22 3.28564 -4.05794 2.90722
H23 2.23119 -2.19380 1.69028
H24 5.98382 -1.25839 -0.14661
H25 7.04956 -3.11617 1.08018
H26 0.33173 2.81004 3.46516
H27 2.38849 2.64501 4.90393
H28 4.26538 1.20296 4.01529
N5 -0.64831 -7.52599 -0.21259
C24 -0.53193 -6.38495 -0.25463
C25 -0.38791 -4.95680 -0.30567
C26 0.80520 -4.38133 -0.71044
C27 0.90271 -3.00037 -0.74082
N6 -0.10237 -2.19262 -0.38660
C28 -1.25375 -2.76432 0.00129
C29 -1.44549 -4.12889 0.05263
H29 1.65290 -4.98622 -0.99728
H30 1.81352 -2.52246 -1.06829
H31 -2.05094 -2.10236 0.28846
H32 -2.39273 -4.53630 0.37375

Cartesian forces (eV/Å) of the 3 atoms listed first:
-0.3 0.0 -0.1
0.0 0.0 0.0
0.1 0.0 0.0

Atom charges from the Mulliken analysis, given in e for atoms 1 to 2: Fe 0.173; Cl -0.197

=====

Q: Which value of energy above the lowest of the compared OMol25 structures with the same formula, charge and spin does entry 2 give?
A: 1.1340 eV